A 2-piece molecular cluster, C4H8NO3 overall, computed with wB97M-V/def2-TZVPD.

ΔE to the lowest compared entry with this formula, charge and spin (eV): 0.350
HOMO-LUMO gap (eV): 8.78
HOMO level (eV): -4.8
E_tot (eV): -11912.9445
Charge: -1

```
16
Properties=species:S:1:pos:R:3:forces:R:3
C -0.19245 -2.61972 1.32824 -0.795 0.601 -0.169
C 0.55538 -2.17356 0.05907 -0.417 0.280 -0.152
O 0.70469 -3.00950 -0.84120 0.170 -0.061 0.079
O 0.90042 -0.95106 0.03641 0.384 -0.306 -0.041
H -0.57647 -3.62966 1.18748 0.538 -0.214 0.500
H -1.10078 -2.00990 1.46682 0.207 0.132 -0.293
H 0.38788 -2.38046 2.22262 0.136 -0.641 -0.028
C 0.65126 2.31595 -1.30254 0.706 -0.459 -0.852
C -0.59033 2.05516 -0.50557 -0.954 1.680 0.375
O -1.55955 2.81337 -0.68447 0.217 -0.500 -0.148
N -0.59281 1.15148 0.49068 0.412 -0.561 -0.616
H 0.52981 3.20522 -1.92044 -0.168 0.206 0.446
H 0.84357 1.53521 -2.04610 -0.051 -0.332 0.389
H -1.54291 1.01853 0.80522 0.092 -0.143 0.233
H 0.03325 0.28792 0.39035 -0.358 0.361 0.233
H 1.54905 2.39102 -0.68655 -0.119 -0.042 0.046
```
Positions in Å, forces in eV/Å.

---

A 2-piece molecular cluster, C4H8NO3 overall, computed with wB97M-V/def2-TZVPD.

ΔE to the lowest compared entry with this formula, charge and spin (eV): 4.544
HOMO-LUMO gap (eV): 8.57
HOMO level (eV): -4.6
E_tot (eV): -11908.7498
Charge: -1

```
16
Properties=species:S:1:pos:R:3:forces:R:3
C -2.91780 -0.99435 0.49021 -0.928 0.083 0.447
C -3.37935 0.33554 1.11938 -0.396 0.518 -0.646
C 3.68713 -0.20704 0.28302 -2.051 0.730 0.432
C 2.08342 -0.37270 -0.02586 0.246 0.063 -0.138
N -1.72355 -0.84826 0.09354 1.964 2.523 0.245
O -0.91913 -1.83037 -0.51804 -0.255 1.538 0.449
O 1.36241 0.65752 -0.09709 1.050 -0.747 0.093
O 1.65001 -1.56905 -0.07254 0.496 0.929 -0.202
H -4.10117 0.90052 0.44632 0.510 -0.984 0.762
H -3.83158 0.23842 2.12870 0.093 -0.239 -0.734
H -2.54336 1.04634 1.22894 0.156 0.037 0.122
H 3.72504 -0.69766 1.24362 0.298 -0.212 0.510
H 4.42793 -0.72238 -0.34088 -0.538 0.349 -0.264
H 3.86961 0.87699 0.47902 0.175 -0.853 -0.546
H -1.25016 0.16799 0.24438 -0.267 -2.990 -0.770
H 0.05821 -1.48346 -0.42069 -0.553 -0.745 0.239
```
Positions in Å, forces in eV/Å.

---

A 2-piece molecular cluster, C4H8NO3 overall, computed with wB97M-V/def2-TZVPD.

ΔE to the lowest compared entry with this formula, charge and spin (eV): 1.475
HOMO-LUMO gap (eV): 8.39
HOMO level (eV): -4.4
E_tot (eV): -11911.8191
Charge: -1

```
16
Properties=species:S:1:pos:R:3:forces:R:3
C -0.37693 0.55621 -2.47800 -2.099 0.876 1.754
C 0.75153 -0.35854 -2.28660 2.791 1.204 1.177
O 1.46461 -0.59463 -3.25228 0.281 -0.975 -1.197
N 1.17152 -0.72044 -1.03233 -1.056 -0.024 -1.140
H 2.07834 -1.16082 -1.13007 -0.234 0.057 0.526
H 0.73742 -0.29384 -0.14209 0.495 -0.223 -0.704
H -0.37038 1.33290 -3.22392 0.852 -0.361 -0.836
H -0.65496 1.12351 -1.58011 0.270 -0.508 0.280
H -1.21631 -0.08259 -2.65374 -0.955 -0.307 -0.367
C -0.92703 -0.30552 2.99764 -0.272 -0.150 -4.492
C 0.03264 0.53741 2.09723 2.621 -1.395 -1.877
O 1.06754 0.93062 2.61922 0.446 0.877 2.119
O -0.00703 0.58803 0.79393 -2.669 -0.201 1.657
H -1.41025 0.28315 3.66415 -0.818 1.610 2.864
H -0.60705 -1.28146 3.27927 1.025 -0.238 0.782
H -1.73366 -0.55396 2.32768 -0.679 -0.242 -0.545
```
Positions in Å, forces in eV/Å.

---

A 2-piece molecular cluster, C4H8NO3 overall, computed with wB97M-V/def2-TZVPD.

ΔE to the lowest compared entry with this formula, charge and spin (eV): 1.035
HOMO-LUMO gap (eV): 7.97
HOMO level (eV): -4.4
E_tot (eV): -11912.2595
Charge: -1

```
16
Properties=species:S:1:pos:R:3:forces:R:3
C 1.60290 1.33272 -2.75848 -1.343 0.221 -0.150
C 0.05444 1.06348 -2.42750 1.503 -0.369 1.604
O -0.10517 0.59841 -1.25384 -0.188 0.468 -0.832
O -0.78821 1.25764 -3.29647 -0.106 0.311 -0.555
H 1.85325 2.39889 -2.78060 -0.344 0.004 -0.336
H 1.65559 0.89448 -3.75473 0.803 0.094 -0.046
H 2.27562 0.91349 -2.01035 -0.191 -0.456 -0.206
C -1.04766 -1.01309 3.10125 -0.658 -0.020 0.922
C -1.00678 -1.20747 1.60998 1.644 0.933 0.170
O -1.81570 -1.95273 1.08963 -0.183 -0.043 -0.221
N 0.05484 -0.66603 0.94886 -0.985 -1.626 -1.694
H -0.04976 -0.79028 -0.08837 0.267 0.679 1.094
H 0.61573 0.13984 1.15740 -0.407 0.089 0.546
H -1.33680 -2.03402 3.39863 0.090 0.591 0.645
H -1.80085 -0.28294 3.43480 -0.264 -0.463 -0.437
H -0.16145 -0.65238 3.62980 0.363 -0.412 -0.503
```
Positions in Å, forces in eV/Å.

---

A 2-piece molecular cluster, C4H8NO3 overall, computed with wB97M-V/def2-TZVPD.

ΔE to the lowest compared entry with this formula, charge and spin (eV): 0.228
HOMO-LUMO gap (eV): 8.67
HOMO level (eV): -4.7
E_tot (eV): -11913.0659
Charge: -1

```
16
Properties=species:S:1:pos:R:3:forces:R:3
C 1.72041 1.00692 -0.45812 0.060 0.432 0.047
C 2.38300 -0.12932 0.28093 -0.046 0.205 -0.002
O 3.55947 -0.05586 0.63886 0.017 -0.199 -0.102
N 1.57923 -1.16957 0.51332 0.688 -0.165 -0.434
H 2.03678 -1.97467 0.91524 -0.426 0.034 0.058
H 0.57168 -1.13920 0.28410 0.093 -0.294 0.679
H 0.71040 1.17737 -0.08225 -0.012 -0.050 -0.097
H 1.68109 0.82720 -1.53143 -0.109 -0.262 -0.015
H 2.33420 1.88963 -0.31653 -0.002 0.188 0.110
C -2.78940 0.44671 -0.01222 -0.875 -0.686 -0.304
C -1.79203 -0.72545 -0.07267 0.714 0.410 0.978
O -1.04326 -0.82699 0.95452 -0.386 0.030 -0.550
O -1.75228 -1.43964 -1.08183 -0.205 -0.009 -0.387
H -3.72418 0.07757 -0.45642 0.097 0.276 -0.105
H -2.45815 1.31160 -0.58963 0.126 -0.068 0.053
H -3.01694 0.72370 1.01413 0.267 0.157 0.070
```
Positions in Å, forces in eV/Å.

---

A 2-piece molecular cluster, C4H8NO3 overall, computed with wB97M-V/def2-TZVPD.

ΔE to the lowest compared entry with this formula, charge and spin (eV): 0.305
Multiplicity: 2
HOMO-LUMO gap (spin up / spin down) (eV): 10.26 / 5.87
HOMO level (spin up / spin down) (eV): -9.6 / -9.6
E_tot (eV): -11908.6654
⟨S²⟩: 0.755

```
16
Properties=species:S:1:pos:R:3:forces:R:3
C -2.94082 -0.16464 0.46278 0.027 -0.081 0.155
C -1.70593 0.62754 0.11129 0.318 0.545 0.217
O -1.60037 1.20927 -0.95422 0.168 -0.380 -0.044
N -0.73991 0.69434 1.07659 0.013 0.014 -0.460
H 0.21882 0.95564 0.88058 -0.383 0.266 -0.211
H -0.87930 0.34065 1.99204 -0.311 -0.475 0.430
H -2.89539 -0.56395 1.47522 -0.134 0.046 0.015
H -3.04287 -1.00214 -0.22730 0.061 0.066 -0.058
H -3.81050 0.47567 0.33819 -0.058 -0.011 0.046
C 2.57349 -0.97411 -0.93843 -1.199 -0.165 -1.897
C 2.50007 0.46834 -0.35600 -0.752 -1.635 2.117
O 2.04756 0.56447 0.77355 0.542 0.605 -0.527
O 2.88012 1.26429 -1.22908 0.529 0.917 -0.905
H 1.61303 -1.04376 -1.47680 0.004 0.119 0.315
H 2.52182 -1.72589 -0.16243 0.598 0.240 0.311
H 3.26018 -1.12571 -1.76597 0.577 -0.071 0.497
```
Positions in Å, forces in eV/Å.

---

One molecule with the formula C4H8NO4PS, computed with wB97M-V/def2-TZVPD.

ΔE to the lowest compared entry with this formula, charge and spin (eV): 1.228
SMILES: CCCO[P@@](=O)(O)ON=C=S
HOMO-LUMO gap (eV): 8.50
HOMO level (eV): -10.1
E_tot (eV): -34080.5500

```
19
Properties=species:S:1:pos:R:3:forces:R:3
C 1.44170 -1.39658 -0.12440 0.108 -0.279 0.588
C 1.65843 -0.16795 0.86372 0.614 -0.064 -0.215
C 0.85710 1.15501 0.49020 1.647 0.320 1.240
O 0.55269 1.14718 -0.93102 -3.482 -0.430 0.546
P -1.08330 1.30638 -1.25011 -0.623 2.629 -3.223
O -1.54114 2.72228 -1.50081 1.046 -3.079 1.214
O -1.35237 0.43681 -2.68929 0.920 0.084 3.726
O -2.09120 0.59576 -0.08743 1.518 1.980 -1.684
N -1.76501 -0.73129 0.15442 -1.506 -2.177 4.047
C -2.29663 -1.04600 1.29347 -0.527 0.260 -0.420
S -3.12056 -1.35315 2.66161 2.066 0.476 -3.072
H 2.29316 -1.44579 -0.85669 -0.945 -0.023 0.679
H 0.47384 -1.38177 -0.69422 1.040 0.109 0.682
H 1.44027 -2.33887 0.50765 0.089 0.985 -0.922
H 1.50956 -0.49763 1.94244 -0.179 0.630 -1.351
H 2.76294 0.10277 0.80069 -1.372 -0.341 0.116
H 1.57715 2.02179 0.65148 -1.062 -0.956 -0.273
H -0.02787 1.37090 1.15769 0.718 -0.491 -0.943
H -1.28875 -0.49986 -2.38941 -0.069 0.366 -0.735
```
Positions in Å, forces in eV/Å.

---

One molecule with the formula C4H8NOP, computed with wB97M-V/def2-TZVPD.

ΔE to the lowest compared entry with this formula, charge and spin (eV): 3.191
SMILES: C1CCp2on2C1
HOMO-LUMO gap (eV): 9.72
HOMO level (eV): -9.0
E_tot (eV): -17101.1316

```
15
Properties=species:S:1:pos:R:3:forces:R:3
C 0.28402 -0.70186 -0.36634 4.191 -0.108 -1.848
C 0.41708 0.71449 0.20022 1.211 -1.345 2.061
C -0.60996 -1.48453 0.44027 -3.172 -3.048 -1.240
C -0.82908 1.43536 -0.12800 -1.089 3.333 -0.117
N -1.99870 -1.00616 0.42414 -0.864 -0.589 0.955
O -2.44888 -0.50840 -0.88481 -0.133 -0.759 -1.007
P -2.47141 0.63486 0.27752 1.174 0.461 0.303
H 0.19345 -0.81503 -1.49564 -0.862 0.648 1.359
H 1.24321 -1.27623 -0.30518 -0.127 0.721 0.396
H 0.45315 0.53986 1.37356 0.204 0.571 -2.132
H 1.36565 1.25730 -0.08465 -1.116 -0.551 0.147
H -0.66749 -2.58974 0.01112 0.142 2.034 1.033
H -0.42254 -1.53541 1.50374 0.610 -0.016 0.226
H -0.84501 2.46120 0.49354 -0.039 -1.799 -1.839
H -0.85627 1.56889 -1.27459 -0.131 0.447 1.703
```
Positions in Å, forces in eV/Å.